1.
Molecular formula: C29H35IrN3O3P2STe
Method: DFT, ωB97M-V with the def2-TZVPD basis set

```
75
Properties=species:S:1:pos:R:3:forces:R:3
Ir 10.666 18.136 7.559 -0.676 0.680 0.407
C 12.192 21.475 7.856 -1.177 0.726 -0.076
P 10.895 20.392 7.114 0.552 1.292 -1.047
C 10.880 20.853 5.306 0.467 -1.343 -0.410
C 9.329 21.128 7.750 0.676 0.834 -0.954
C 8.873 22.344 7.224 -1.031 0.190 0.452
C 7.644 22.859 7.638 0.522 -1.012 0.759
C 6.889 22.204 8.596 -0.394 -1.464 1.365
C 7.375 21.037 9.211 0.939 0.167 -1.024
C 8.623 20.494 8.744 -1.515 -0.945 1.216
P 9.348 18.869 9.331 -0.952 0.526 0.840
C 7.968 17.961 10.069 -0.247 0.832 1.370
C 10.210 19.278 10.847 1.448 1.800 0.002
H 12.173 21.284 8.930 0.099 0.152 -0.012
H 11.820 22.523 7.663 0.640 -0.924 0.280
H 13.200 21.326 7.479 -0.141 -0.166 -0.206
H 10.527 21.850 5.055 -0.164 -0.021 0.259
H 10.262 20.072 4.765 0.622 1.019 0.549
H 11.924 20.787 4.905 -0.763 -0.138 0.466
H 9.414 22.909 6.487 0.304 -0.029 -0.139
H 7.250 23.781 7.342 -0.174 1.273 -1.019
H 5.884 22.516 8.950 0.906 0.264 -0.534
H 6.762 20.602 10.002 0.427 -0.160 -0.282
H 7.294 18.587 10.703 0.616 -0.033 -0.675
H 8.286 17.196 10.778 0.393 -0.217 -0.439
H 7.400 17.563 9.288 -1.102 -0.977 -1.074
H 9.494 19.439 11.659 0.220 -0.368 -0.028
H 10.743 20.261 10.723 -0.461 -0.781 0.012
H 11.011 18.566 11.045 -0.345 -0.284 0.329
C 11.876 5.852 7.988 -0.358 0.353 0.500
C 12.048 7.296 7.745 0.510 1.308 -0.369
C 11.881 7.895 6.475 -0.770 -1.564 -0.872
C 12.103 9.206 6.186 0.810 0.698 0.147
C 11.879 9.733 4.797 1.748 0.111 -0.483
C 12.729 9.958 7.209 -0.100 -0.027 1.271
Te 13.296 11.887 7.003 -0.105 0.150 -0.235
C 12.925 9.410 8.523 -0.282 -0.147 0.968
C 13.511 10.168 9.710 1.685 1.150 -1.086
C 12.514 8.102 8.788 -0.207 0.812 -2.388
H 12.293 5.357 7.154 0.291 -0.943 -0.971
H 10.811 5.620 8.048 0.088 -0.259 0.143
H 12.430 5.537 8.878 -0.417 0.004 -0.084
H 11.574 7.287 5.600 0.033 0.103 0.858
H 10.971 10.264 4.637 -0.836 0.663 0.318
H 11.798 8.875 4.141 0.206 -0.089 -0.328
H 12.740 10.385 4.418 -1.057 -0.880 0.548
H 13.646 9.492 10.515 0.043 -0.637 0.780
H 12.945 11.013 10.097 -0.511 -0.029 -0.234
H 14.564 10.608 9.543 -1.353 -0.749 -0.181
H 12.556 7.585 9.694 0.502 0.008 1.701
N 9.016 16.660 3.989 -1.180 -0.930 -1.635
C 7.905 17.362 4.408 1.041 0.885 0.947
C 8.377 18.035 5.539 -1.867 -1.236 -2.408
N 9.643 17.660 5.779 0.922 -0.087 0.605
C 10.030 16.839 4.830 1.266 -1.361 -0.131
H 9.031 16.088 3.135 0.135 0.379 0.787
H 6.935 17.370 3.899 0.737 -0.014 0.214
H 7.803 18.744 6.059 -0.221 0.701 1.013
H 10.982 16.232 4.781 -1.274 1.194 0.121
O 11.670 14.744 8.026 0.073 -0.773 -0.363
S 12.434 15.799 8.625 0.425 0.383 -0.330
O 12.072 16.125 9.979 0.377 0.422 -0.495
N 12.386 17.084 7.548 -0.704 0.023 0.954
C 13.596 17.656 7.278 1.883 -0.439 0.492
O 13.808 18.741 6.796 -0.407 0.042 -0.278
C 14.697 16.679 7.684 -0.534 0.041 -0.407
C 16.020 16.684 7.288 -0.006 0.046 -0.074
C 16.856 15.609 7.636 1.037 0.842 -1.109
C 16.333 14.527 8.303 -2.049 0.032 0.503
C 14.953 14.490 8.693 1.315 1.757 -0.252
C 14.186 15.608 8.394 0.150 -0.909 0.084
H 16.347 17.497 6.649 0.227 0.002 0.207
H 17.939 15.644 7.291 -1.590 -0.217 0.620
H 16.919 13.681 8.528 0.766 -0.723 0.289
H 14.556 13.782 9.375 -0.128 -0.986 0.257
```
Positions in Å, forces in eV/Å.

## Properties
**Total charge**: +2
**E_LUMO (alpha / beta)**: -4.10 / -7.93 eV
**Spin multiplicity**: 6
**Kohn-Sham gap (alpha / beta)**: 0.27961 / 0.22056 hartree

Results of the Mulliken charge analysis, in e, for atoms 1 through 2:
1. Ir 0.93
2. C -1.14

---

2.
Molecular formula: C29H36As2CoN4O10
Method: DFT, ωB97M-V with the def2-TZVPD basis set

```
82
Properties=species:S:1:pos:R:3:forces:R:3
Co -1.476 -0.244 1.322 0.234 0.679 -1.027
C 4.457 -1.801 2.602 0.094 -0.074 -0.069
O 3.550 -1.354 1.588 0.007 0.044 -0.053
C 3.923 -1.600 0.320 0.104 -0.141 0.213
O 4.891 -2.259 0.029 -0.032 0.044 -0.041
C 3.000 -0.958 -0.658 0.056 -0.034 0.175
C 3.558 -0.394 -1.732 -0.086 0.098 0.220
As 2.778 0.869 -3.033 -0.355 -0.221 -0.114
C 1.866 -0.386 -4.294 0.085 0.117 0.058
C 1.210 1.433 -2.029 0.258 0.233 -0.099
C 0.791 0.945 -0.785 -0.178 -0.023 0.157
As 1.126 -0.831 -0.071 -0.209 0.048 -0.848
C 0.391 -2.045 -1.464 0.146 0.037 0.051
C 0.186 1.803 0.181 0.149 0.016 0.144
O -0.606 1.466 1.107 0.005 0.136 -0.078
O 0.568 3.085 0.150 0.027 -0.054 0.014
C 0.019 3.939 1.149 -0.089 -0.005 0.025
C 0.546 2.559 -2.639 -0.239 0.058 -0.268
O -0.572 2.998 -2.386 -0.070 -0.087 0.187
O 1.266 3.099 -3.671 0.040 -0.080 0.090
C 0.701 4.245 -4.294 -0.096 -0.015 -0.006
C 5.058 -0.225 -1.774 0.165 0.170 0.200
O 5.564 0.656 -1.131 0.009 -0.173 -0.066
O 5.804 -0.974 -2.590 0.030 -0.008 -0.124
C 5.169 -1.988 -3.364 -0.090 -0.051 -0.004
H 3.922 -1.723 3.544 -0.037 0.027 -0.019
H 5.341 -1.163 2.610 -0.017 -0.002 0.000
H 4.767 -2.826 2.409 -0.036 -0.009 0.039
H 2.517 -1.226 -4.531 -0.041 -0.003 -0.028
H 1.670 0.174 -5.208 0.044 0.022 0.008
H 0.921 -0.746 -3.897 0.051 0.034 0.018
H 0.999 -2.031 -2.364 -0.036 0.009 0.036
H -0.636 -1.767 -1.696 -0.003 0.064 0.045
H 0.398 -3.058 -1.059 0.005 -0.007 0.004
H 0.565 4.875 1.068 -0.008 -0.003 -0.028
H 0.145 3.508 2.142 0.020 0.037 -0.023
H -1.044 4.110 0.969 0.016 -0.010 -0.013
H 1.312 4.448 -5.169 0.032 -0.023 0.022
H 0.729 5.099 -3.615 -0.024 -0.018 -0.008
H -0.332 4.062 -4.587 0.021 0.009 -0.006
H 5.965 -2.611 -3.760 0.011 0.004 0.028
H 4.620 -1.540 -4.195 0.027 -0.042 0.023
H 4.501 -2.593 -2.749 0.031 0.011 -0.002
N -1.045 -0.292 2.959 -0.396 -0.044 1.528
C -0.181 0.120 3.877 0.538 0.017 0.117
C 1.179 0.431 3.579 -0.215 -0.133 -0.036
C 2.022 0.913 4.555 0.153 0.076 0.032
C 1.586 1.058 5.872 -0.030 -0.040 -0.095
C 0.276 0.715 6.199 -0.011 0.034 0.111
C -0.598 0.272 5.231 -0.053 0.014 -0.153
H 1.522 0.280 2.564 0.041 0.056 -0.003
H 3.038 1.188 4.299 0.001 -0.050 -0.025
H 2.266 1.430 6.626 -0.029 -0.002 0.032
H -0.069 0.814 7.222 0.016 0.004 -0.002
H -1.623 0.025 5.474 -0.004 0.005 -0.015
N -6.234 -2.450 -0.302 0.012 -0.036 0.037
C -5.428 -3.540 -0.200 -0.306 0.119 -0.090
O -5.798 -4.638 -0.562 0.106 0.003 0.027
C -4.049 -3.329 0.344 0.400 -0.286 0.131
C -3.176 -4.417 0.303 -0.163 0.226 0.025
C -1.903 -4.271 0.814 0.070 -0.114 0.033
C -1.509 -3.036 1.299 -0.147 -0.037 0.167
N -2.323 -1.975 1.302 0.100 -0.910 -0.343
C -3.573 -2.140 0.868 -0.263 0.022 0.023
H -7.168 -2.611 -0.637 -0.020 0.027 0.016
H -5.996 -1.543 0.051 0.029 -0.016 -0.022
H -3.530 -5.346 -0.122 0.003 -0.027 0.029
H -1.209 -5.099 0.831 0.013 0.020 -0.017
H -0.520 -2.874 1.707 0.032 0.077 -0.069
H -4.211 -1.271 0.969 0.103 0.093 -0.124
C -3.918 1.878 0.674 -0.011 -0.141 0.066
N -3.399 1.921 -0.683 0.179 0.025 0.139
C -3.755 3.050 -1.537 -0.063 -0.083 -0.244
C -2.603 0.968 -1.151 0.065 0.166 0.040
O -2.195 -0.021 -0.516 -0.364 0.036 -0.147
H -4.147 2.886 1.010 0.025 0.034 -0.047
H -3.176 1.454 1.351 -0.058 0.014 -0.003
H -4.836 1.285 0.721 0.019 0.014 0.026
H -4.638 2.829 -2.142 -0.017 0.003 0.057
H -2.916 3.288 -2.186 0.040 0.021 -0.002
H -3.977 3.913 -0.914 0.086 -0.002 0.023
H -2.315 1.102 -2.193 0.094 0.002 -0.058
```
Positions in Å, forces in eV/Å.

## Properties
**Total charge**: 0
**E_LUMO (alpha / beta)**: -0.29 / -0.48 eV
**Spin multiplicity**: 4
**Kohn-Sham gap (alpha / beta)**: 0.20959 / 0.27797 hartree

Results of the Mulliken charge analysis, in e, for atoms 1 through 2:
1. Co 0.66
2. C -0.88

---

no.,calculated total energy (eV)
1,-80782.6163
2,-216393.3534